{
  "formula": "C41H77B3N7O7",
  "method": "wB97M-V/def2-TZVPD",
  "elements": ["C", "C", "C", "H", "H", "N", "H", "C", "C", "H", "C", "C", "H", "H", "H", "H", "H", "H", "H", "O", "C", "H", "H", "H", "H", "H", "H", "H", "H", "C", "C", "C", "N", "C", "N", "H", "H", "H", "H", "H", "O", "H", "H", "C", "H", "H", "H", "H", "N", "H", "C", "C", "C", "H", "H", "H", "H", "H", "C", "C", "H", "C", "B", "H", "B", "H", "C", "C", "H", "H", "C", "C", "H", "C", "H", "H", "C", "O", "O", "C", "H", "H", "H", "H", "C", "N", "C", "C", "H", "H", "H", "H", "H", "H", "C", "H", "C", "H", "B", "C", "C", "H", "O", "H", "C", "C", "C", "C", "N", "H", "H", "C", "H", "C", "O", "N", "H", "H", "H", "H", "H", "H", "H", "H", "H", "H", "C", "H", "C", "H", "O", "H", "H", "H", "H"],
  "coordinates": [[2.8491, 2.1507, 6.4582], [5.7695, -6.6014, 2.6195], [5.6281, 3.1873, 5.3951], [5.5864, -5.1245, 5.0194], [6.7220, -6.0799, 2.7876], [-6.6015, -0.3631, -0.4660], [-7.8188, 3.9022, -2.3483], [3.4521, -0.0607, 5.6144], [-6.9861, 5.6512, -4.1079], [-5.9051, 5.7167, -3.9404], [5.2606, 3.5821, 3.9691], [5.2271, 1.7441, 5.6890], [5.4462, 1.5211, 6.7410], [6.7101, 3.2982, 5.5350], [2.3953, -0.2948, 5.4389], [3.0203, -2.6744, 4.0555], [-3.8385, -4.4787, 1.0603], [1.8006, 2.1932, 6.1442], [-4.3670, -0.7079, -2.5587], [-0.8316, 0.7273, -1.7819], [-6.7829, 4.1653, -6.9797], [-8.4794, 4.5168, -8.3146], [-4.6252, -5.8952, -1.3554], [3.1760, 3.1598, 6.7109], [2.9927, 4.5014, 5.2624], [4.0588, -0.7118, 4.9750], [-6.1319, 3.7737, -9.0538], [-2.9312, 1.4932, -3.5073], [-7.0206, 6.3740, -6.8103], [2.6119, 0.8846, -1.3183], [6.9109, -2.0679, -1.4349], [-6.4864, -2.5831, -1.9921], [3.3349, 1.9098, 4.0054], [3.9115, 0.2880, -0.4522], [-6.4906, 3.7073, -5.5794], [5.4731, 4.6506, 3.8319], [-9.2735, 3.1406, -4.8541], [-7.1579, -2.0689, -2.8029], [2.3055, -6.3489, 3.4643], [1.2149, 2.5664, -0.4172], [5.3737, -3.5983, 2.5296], [2.2488, 0.1135, -2.1542], [-7.6445, 2.3961, -3.2251], [-7.4036, 4.2108, -4.5000], [3.6860, -0.3502, 6.6461], [2.6335, 3.2778, 1.6937], [3.0234, 1.8433, -1.8639], [-4.8792, 3.4580, -7.8465], [7.2551, -2.2232, -2.9218], [4.3601, 2.9314, 1.4562], [-5.9729, -4.1355, -2.3242], [4.6903, -5.6702, 4.6944], [3.7934, -4.7380, 3.8350], [5.1602, 3.8726, 6.1089], [1.7896, 4.0727, 4.0356], [-6.2685, -4.7202, -3.3089], [5.8892, -7.4552, 4.5930], [-5.3420, 5.8093, -6.7068], [5.1494, -6.9331, 3.9743], [-9.1924, 4.7116, -6.2961], [3.0859, -3.5718, 5.5776], [-7.2552, 3.4171, -3.1552], [-0.0278, 0.5660, -0.5414], [-6.2155, 2.3135, -8.0930], [-2.2787, 0.5448, -1.5145], [1.8541, -5.2535, 4.7332], [3.7335, 1.4606, 5.3822], [-5.0004, -4.8074, -1.1427], [6.6075, -2.9468, -3.3381], [-7.4740, 5.9647, -3.1763], [2.3514, -5.3014, 3.7561], [-3.4178, 1.3606, -2.4254], [-10.2405, 4.5148, -6.5517], [3.6106, -3.3981, 4.6297], [3.6177, -0.0270, 0.6425], [-3.6491, 2.4367, -2.0235], [-6.3127, 5.6329, -7.1827], [-2.7306, -0.3976, -0.4650], [-6.5612, 2.3015, -5.5703], [5.6042, -5.3674, 0.4142], [4.3110, -7.6269, 3.8574], [4.4036, -1.0146, -2.3820], [-9.0774, 5.7999, -6.3129], [5.9384, 3.0497, 3.2882], [1.4009, 1.3909, -0.3250], [6.1402, -0.8566, -0.9284], [-4.5542, -4.0072, 0.2347], [3.7872, 3.2774, 3.5841], [4.1629, -5.9588, 5.6134], [-8.5770, 3.0010, -7.4384], [6.0245, -7.5373, 2.1062], [-5.3685, 0.6100, -3.4831], [3.9906, -7.2922, 0.4158], [5.9147, -6.2692, -0.1274], [-6.0495, -1.7647, -0.6017], [5.8677, 1.0745, 5.0984], [4.8394, -5.7385, 1.7275], [4.5660, -2.9327, 4.8933], [-1.9160, -0.0487, 0.7234], [4.6357, -0.9980, -1.2333], [-8.9041, 4.1740, -4.8989], [3.8371, 4.5696, 1.7883], [-0.4426, -0.3167, 0.6040], [6.5215, -4.7971, 0.5985], [3.6631, -6.6155, 1.2144], [-5.0867, -2.4615, 0.5589], [2.8399, 4.3404, 4.1970], [-8.2882, 4.0564, -7.3369], [7.3840, -3.0753, -0.5961], [2.8764, 1.6015, 7.4072], [6.2005, -0.7709, 0.1175], [-5.9542, 3.3767, -8.0469], [4.2257, -1.9672, -0.7000], [-4.7758, 0.3854, -2.4806], [3.8701, 0.9868, 3.0873], [4.3186, -4.5261, 2.4452], [1.7390, -4.7211, 3.0569], [-4.7880, -1.8547, 1.5253], [1.8007, 1.2380, 0.7891], [7.1734, -1.3034, -3.4178], [-6.5494, -0.1029, 0.5645], [2.9948, 5.3227, 3.7330], [-2.4242, 0.4461, 1.6661], [-7.2652, 6.4038, -4.8428], [3.2403, -7.2695, 1.9777], [7.0874, -2.8209, 0.3842], [3.6449, 3.5192, 2.0409], [4.9657, -4.7831, -0.2591], [-5.8063, 0.6646, -1.2384], [-6.1942, 5.8688, -8.2472], [-6.0020, 1.9674, -0.8924], [2.8582, -5.9989, 0.8000], [-9.5017, 4.7398, -4.1719], [-6.2068, 3.3664, -2.8388], [4.7274, 1.1400, -0.3748]],
  "forces_ev_per_a": [[-0.04, 0.32, 0.00], [-0.03, 0.25, 0.28], [-0.03, 0.02, 0.06], [-0.17, 0.13, -0.17], [-0.22, 0.12, -0.12], [3.69, -0.53, -0.40], [0.11, 0.13, -0.38], [0.24, 0.11, -0.81], [-0.05, 0.26, -0.16], [-0.15, -0.09, -0.09], [0.11, -0.37, 0.07], [0.06, 0.12, -0.34], [-0.30, -0.08, -0.14], [-0.16, 0.01, -0.01], [0.16, 0.10, -0.05], [0.15, -0.16, 0.01], [-1.78, 0.89, -2.21], [0.17, 0.01, -0.04], [-1.23, 1.95, 0.43], [-1.54, -0.55, 3.94], [0.64, 0.91, -1.66], [0.31, -0.04, 0.11], [-0.67, 2.36, 0.70], [-0.07, -0.03, -0.15], [-0.04, -0.12, 0.00], [-0.19, 0.37, -0.04], [-0.12, 0.20, 0.36], [-1.36, -0.33, 2.20], [0.09, -0.10, 0.12], [0.74, 0.58, 0.00], [1.48, -2.89, 2.53], [2.26, -2.31, 2.02], [3.51, -2.63, -2.59], [0.11, -0.11, -0.85], [-2.05, -4.65, -0.41], [-0.29, -0.16, -0.12], [0.27, 0.04, 0.05], [1.42, -0.87, 1.94], [0.05, 0.05, -0.11], [0.37, -2.53, -0.07], [-3.03, -2.08, -0.53], [0.75, 1.65, 1.96], [0.20, 0.17, -0.15], [-0.25, 0.97, 1.89], [-0.02, 0.41, -0.12], [0.18, -0.02, 0.13], [-0.87, -2.06, 0.79], [-0.19, -0.01, 0.06], [-2.01, 0.75, 2.25], [-0.21, -0.10, 0.21], [1.47, 2.94, 4.83], [0.32, 0.01, -0.23], [-1.57, 0.22, 1.32], [-0.02, -0.05, 0.00], [0.18, -0.07, 0.03], [0.70, 1.44, 2.40], [-0.12, 0.06, -0.07], [-0.16, -0.08, 0.00], [-0.03, -0.05, -0.03], [0.00, 0.06, -0.01], [0.04, -0.29, -0.30], [0.26, -0.29, -0.84], [0.56, -0.50, 0.16], [0.05, 0.22, 0.27], [0.19, -0.44, -0.42], [0.30, 0.13, -0.12], [-0.57, -0.66, 1.86], [-1.24, 3.28, 0.12], [1.06, 1.24, 0.61], [0.03, -0.32, -0.17], [-0.10, -0.28, -0.07], [0.25, -0.60, -0.23], [0.13, 0.05, 0.04], [0.56, -0.03, -0.62], [0.48, 0.60, -2.23], [0.32, -2.14, -0.65], [-0.08, 0.23, 0.19], [2.58, 3.42, 0.65], [0.71, 3.67, 0.05], [0.15, 0.53, 0.75], [0.01, 0.03, -0.05], [0.65, 0.10, 2.26], [0.05, -0.03, -0.03], [-0.27, -0.05, -0.03], [0.35, 0.14, 0.71], [-0.21, -2.19, -1.22], [-2.36, 2.12, -2.13], [-0.52, 1.88, -0.70], [-0.11, 0.25, -0.21], [0.24, 0.08, 0.11], [-0.17, 0.25, -0.16], [1.06, -0.35, 2.17], [0.18, 0.29, 0.16], [-0.26, 0.00, 0.32], [0.96, -3.69, -0.84], [-0.27, 0.02, -0.05], [-0.11, -1.29, -1.71], [-0.11, -0.13, -0.29], [1.68, -2.33, -2.76], [-0.63, 0.61, 1.31], [0.05, -0.22, -0.36], [-0.04, -0.16, 0.41], [-3.21, 3.24, -2.17], [-0.48, -0.22, 0.05], [-0.25, -0.10, 0.22], [-1.36, -2.18, -4.53], [-0.02, 0.10, 0.28], [-0.08, -0.15, 0.32], [-2.02, 5.05, -2.87], [0.13, -0.10, -0.33], [0.25, -0.51, -1.43], [-0.16, -0.51, 0.59], [0.70, 1.67, -1.36], [0.05, 0.08, -0.70], [-1.90, 2.29, 2.29], [4.52, 1.94, 1.35], [0.18, -0.07, 0.04], [-0.66, -1.48, -2.23], [-1.08, 0.23, -2.36], [-0.26, -1.27, 0.72], [-0.33, -0.06, -1.87], [0.11, -0.33, -0.07], [0.06, -0.17, 0.26], [0.08, -0.05, -0.08], [-0.04, 0.16, 0.02], [0.07, -0.29, -1.22], [0.11, -0.76, 0.22], [0.09, -0.03, 0.18], [-0.77, 5.84, 1.76], [-0.05, -0.32, 0.16], [1.18, -7.91, -1.71], [0.13, -0.02, 0.12], [0.34, -0.09, 0.05], [-0.26, 0.00, -0.13], [-1.69, -1.72, -0.13]],
  "lowdin_spin": [0.001, 0.013, 0.001, 0.002, 0.003, 0.000, 0.000, -0.001, 0.001, 0.001, 0.012, 0.013, 0.001, 0.001, 0.000, 0.000, 0.000, 0.001, 0.000, 0.000, 0.022, 0.001, 0.000, 0.000, 0.000, -0.001, 0.000, 0.000, 0.000, 0.000, 0.000, 0.001, 0.309, 0.000, 0.311, 0.001, 0.002, 0.000, 0.000, 0.000, 0.612, 0.000, -0.001, 0.022, 0.000, 0.000, 0.000, 0.000, 0.000, 0.000, -0.001, 0.012, 0.021, 0.000, 0.001, 0.000, 0.001, 0.001, 0.001, 0.001, 0.000, -0.001, 0.000, -0.001, 0.000, 0.000, 0.022, 0.001, 0.000, 0.000, 0.001, 0.000, 0.001, -0.001, 0.000, 0.000, 0.001, 0.000, 0.612, -0.001, 0.000, 0.000, 0.000, 0.002, 0.000, 0.000, -0.001, 0.022, 0.001, 0.003, 0.001, 0.000, 0.000, 0.000, -0.001, 0.003, 0.022, -0.001, 0.000, 0.000, 0.013, 0.000, 0.000, -0.001, 0.001, 0.001, 0.001, 0.013, 0.000, 0.000, 0.000, -0.001, 0.000, 0.000, 0.615, 0.311, 0.001, 0.000, 0.000, 0.000, 0.000, 0.000, 0.000, 0.000, 0.000, 0.000, -0.001, 0.000, 0.000, 0.000, 0.000, 0.001, 0.001, 0.000, 0.000],
  "homo_energy_ha": [-0.308, -0.308],
  "spin_multiplicity": 4,
  "orbital_gap_ev": [8.4, 8.0]
}